Formula: C45H47N4O2Sb2W
Source: the Open Molecules 2025 dataset
Level of theory: ωB97M-V/def2-TZVPD

Last column: Löwdin spin population.
CARTESIAN COORDINATES (ANGSTROEM)
W -0.208 -0.161 0.139  1.7859
C -3.706 2.779 3.004  0.0003
O -2.327 2.405 2.732  0.0066
C -2.049 1.526 1.836  0.0115
O -0.853 1.216 1.627  0.0358
N -2.993 0.959 1.063  0.0032
N -2.519 0.002 0.148  0.0152
H -3.647 3.510 3.802  0.0000
H -4.260 1.905 3.341  0.0002
H -4.148 3.236 2.119  0.0001
H -3.986 1.099 1.173  -0.0001
H -2.807 0.239 -0.809  0.0026
H -2.934 -0.913 0.337  0.0041
N 1.537 -0.298 -1.243  0.0335
C 1.232 0.305 -2.536  0.0042
C 1.855 -0.030 -3.702  0.0053
C 1.562 0.693 -4.879  -0.0025
C 0.699 1.752 -4.848  0.0041
C 0.047 2.111 -3.643  0.0005
C -0.838 3.205 -3.521  0.0217
C -1.409 3.473 -2.306  0.0004
C -1.155 2.620 -1.227  0.0171
N -0.363 1.561 -1.300  0.0110
C 0.289 1.344 -2.489  0.0124
H 1.829 -1.266 -1.370  0.0083
H 2.358 0.182 -0.874  0.0052
H 2.585 -0.830 -3.732  0.0003
H 2.052 0.416 -5.802  -0.0002
H 0.505 2.329 -5.743  0.0002
H -1.044 3.828 -4.383  0.0009
H -2.066 4.320 -2.166  -0.0004
H -1.621 2.819 -0.272  0.0005
C 1.828 -2.997 1.527  0.0154
C 3.227 -2.418 1.767  0.0007
C 3.549 -1.042 1.156  0.0013
Sb 2.054 0.312 1.919  -0.0107
C 2.435 2.369 1.688  0.0080
C 2.367 3.220 2.787  0.0004
C 2.494 4.591 2.604  0.0012
C 2.682 5.112 1.332  0.0000
C 2.734 4.266 0.232  0.0002
C 2.598 2.897 0.408  0.0016
C 2.800 -0.139 3.870  -0.0112
C 2.493 -1.252 4.647  -0.0006
C 3.247 -1.545 5.773  -0.0002
C 4.322 -0.741 6.125  0.0001
C 4.654 0.349 5.336  -0.0009
C 3.902 0.647 4.206  -0.0029
Sb -0.168 -2.232 2.070  -0.0052
C -1.043 -1.098 3.728  -0.0013
C -0.617 -0.405 4.854  -0.0008
C -1.536 0.185 5.718  0.0002
C -2.898 0.080 5.494  -0.0007
C -3.342 -0.595 4.366  0.0002
C -2.422 -1.156 3.493  -0.0014
C -1.191 -4.045 2.459  -0.0096
C -0.474 -5.020 3.147  -0.0024
C -1.096 -6.202 3.528  -0.0006
C -2.427 -6.420 3.208  -0.0002
C -3.136 -5.459 2.500  -0.0001
C -2.523 -4.275 2.123  -0.0006
H 1.816 -4.039 1.844  0.0016
H 1.630 -3.016 0.448  0.0015
H 3.917 -3.139 1.319  0.0006
H 3.464 -2.411 2.827  0.0000
H 3.626 -1.101 0.070  0.0001
H 4.515 -0.695 1.522  -0.0004
H 2.220 2.830 3.786  0.0001
H 2.454 5.250 3.460  0.0001
H 2.794 6.180 1.197  0.0000
H 2.894 4.671 -0.759  0.0000
H 2.654 2.256 -0.468  0.0000
H 1.680 -1.919 4.389  -0.0004
H 2.996 -2.410 6.373  0.0000
H 4.907 -0.971 7.005  0.0000
H 5.501 0.972 5.590  -0.0001
H 4.196 1.494 3.598  -0.0004
H 0.423 -0.300 5.103  0.0001
H -1.170 0.707 6.592  0.0000
H -3.604 0.502 6.197  0.0000
H -4.403 -0.721 4.182  0.0000
H -2.815 -1.691 2.634  -0.0006
H 0.563 -4.874 3.424  -0.0003
H -0.535 -6.949 4.073  -0.0001
H -2.911 -7.342 3.502  0.0000
H -4.170 -5.634 2.234  0.0000
H -3.097 -3.561 1.545  -0.0001
C -0.717 -1.860 -1.226  0.0142
C -2.105 -1.808 -1.806  0.0037
C -2.447 -0.911 -2.821  -0.0014
C -3.757 -0.821 -3.281  0.0010
C -4.749 -1.626 -2.736  -0.0022
C -4.418 -2.541 -1.746  0.0016
C -3.109 -2.630 -1.287  -0.0028
H -0.008 -1.881 -2.059  0.0081
H -0.621 -2.831 -0.736  0.0088
H -1.678 -0.301 -3.283  -0.0002
H -3.999 -0.136 -4.083  0.0001
H -5.764 -1.563 -3.104  -0.0002
H -5.176 -3.203 -1.348  0.0001
H -2.851 -3.375 -0.539  -0.0001

Cartesian forces, eV/Å:
W -0.2 0.1 0.3
C 0.0 0.0 0.0
O 0.0 0.0 0.0
C -0.1 -0.1 0.0
O 0.0 0.2 0.1
N 0.0 0.1 0.0
N 0.0 0.0 0.1
H 0.0 0.0 0.0
H 0.0 0.0 0.0
H 0.0 0.0 0.0
H 0.0 0.0 0.0
H 0.0 0.0 0.0
H 0.0 0.0 0.0
N 0.1 -0.2 0.0
C 0.0 0.0 0.0
C 0.0 0.0 0.0
C 0.0 0.0 0.0
C 0.0 0.0 0.0
C 0.0 0.0 0.0
C 0.0 0.0 0.0
C 0.0 0.0 0.0
C 0.0 0.0 0.1
N 0.1 0.0 0.0
C 0.0 0.0 0.0
H 0.0 0.0 0.0
H 0.0 0.0 0.0
H 0.0 0.0 0.0
H 0.0 0.0 0.0
H 0.0 0.0 0.0
H 0.0 0.0 0.0
H 0.0 0.0 0.0
H 0.0 0.0 0.0
C 0.0 -0.2 0.1
C 0.0 0.0 -0.1
C 0.0 0.0 0.0
Sb 0.4 -0.3 -0.1
C 0.0 0.0 -0.1
C -0.1 0.0 0.0
C 0.0 0.0 0.0
C 0.0 0.0 0.0
C 0.0 0.0 0.0
C 0.1 0.0 0.0
C 0.0 0.2 0.1
C -0.1 0.0 0.0
C 0.0 0.0 0.0
C 0.0 0.0 0.0
C 0.0 0.0 0.0
C 0.0 0.1 0.0
Sb 0.0 0.6 0.2
C -0.2 -0.3 0.1
C 0.1 0.0 -0.1
C 0.0 0.0 0.0
C 0.0 0.0 0.0
C 0.0 0.0 0.0
C 0.0 -0.1 0.0
C 0.2 -0.1 -0.3
C 0.0 0.0 0.1
C 0.0 0.0 0.0
C 0.0 0.0 0.0
C 0.0 0.0 0.0
C 0.0 0.0 -0.1
H 0.0 0.0 0.1
H 0.0 0.0 0.0
H 0.0 0.0 0.0
H 0.0 0.0 0.0
H 0.0 0.0 0.0
H 0.0 0.0 0.0
H 0.0 0.0 0.0
H 0.0 0.0 0.0
H 0.0 0.0 0.0
H 0.0 0.0 0.0
H 0.0 0.0 0.0
H -0.1 0.0 0.0
H 0.0 0.0 0.0
H 0.0 0.0 0.0
H 0.0 0.0 0.0
H 0.0 0.0 0.0
H 0.1 0.0 0.0
H 0.0 0.0 0.0
H 0.0 0.0 0.0
H 0.0 0.0 0.0
H 0.0 -0.1 0.0
H 0.0 0.0 0.0
H 0.0 0.0 0.0
H 0.0 0.0 0.0
H 0.0 0.0 0.0
H 0.0 0.1 0.1
C -0.2 0.0 -0.2
C 0.0 -0.1 0.0
C 0.0 0.0 0.0
C 0.0 0.0 0.0
C 0.0 0.0 0.0
C 0.0 0.0 0.0
C 0.0 0.0 0.0
H 0.0 0.1 0.0
H 0.1 0.0 0.0
H 0.0 0.0 0.0
H 0.0 0.0 0.0
H 0.0 0.0 0.0
H 0.0 0.0 0.0
H 0.0 0.0 -0.1

Its energy relative to the best compared isomer or geometry (same formula, charge and spin) is 213.9 kJ/mol. Its total charge is +3. The calculation puts the HOMO-LUMO gap (spin up / spin down) at 7.42 / 7.03 eV. Its spin multiplicity is 3. The calculation puts the HOMO energy (spin up / spin down) at -0.5801 / -0.5840 hartree. For the LUMO energy (spin up / spin down), the calculation gives -0.30749 / -0.32579 Eh. The total energy comes out at -72357.739 eV.